No. 1
{
  "formula": "C40H37N2O3P2PtSSbTe",
  "method": "ωB97M-V/def2-TZVPD",
  "e_tot_ev": -97690.316,
  "e_above_lowest_ev": 4.009,
  "lumo_energy_ev": -1.44,
  "total_charge": 0,
  "symbols": ["Pt", "Te", "C", "C", "C", "N", "C", "C", "C", "P", "C", "C", "C", "C", "C", "C", "C", "C", "C", "C", "C", "C", "P", "C", "C", "C", "C", "C", "C", "C", "C", "C", "C", "C", "C", "H", "H", "H", "H", "H", "H", "H", "H", "H", "H", "H", "H", "H", "H", "H", "H", "H", "H", "H", "H", "H", "H", "H", "H", "C", "Sb", "C", "C", "H", "H", "H", "H", "H", "H", "H", "H", "H", "O", "S", "O", "N", "C", "O", "C", "C", "C", "C", "C", "C", "H", "H", "H", "H"],
  "positions_angstrom": [[0.301, 0.666, -1.295], [0.108, 3.262, 2.801], [0.039, 2.240, 4.670], [-1.156, 1.783, 5.212], [-1.123, 1.030, 6.377], [-0.004, 0.716, 7.025], [1.137, 1.171, 6.511], [1.210, 1.928, 5.350], [0.036, 1.623, 1.568], [-1.164, 1.322, 0.325], [-2.165, -0.102, 0.617], [-3.252, -0.428, -0.260], [-3.743, -1.679, -0.342], [-3.066, -2.827, 0.340], [-2.147, -2.392, 1.431], [-1.706, -1.123, 1.513], [-2.338, 2.685, 0.123], [-2.146, 3.635, -0.877], [-2.991, 4.731, -0.971], [-4.028, 4.884, -0.063], [-4.224, 3.940, 0.936], [-3.383, 2.842, 1.031], [1.391, 0.944, 0.671], [1.887, -0.625, 1.452], [1.770, -0.770, 2.833], [2.132, -1.960, 3.446], [2.607, -3.018, 2.682], [2.717, -2.885, 1.305], [2.360, -1.691, 0.695], [2.873, 1.983, 0.759], [3.919, 1.738, 1.643], [5.005, 2.602, 1.692], [5.056, 3.709, 0.858], [4.018, 3.955, -0.032], [2.934, 3.094, -0.083], [-2.103, 1.998, 4.733], [-2.046, 0.656, 6.810], [2.042, 0.913, 7.052], [2.173, 2.260, 4.979], [-3.703, 0.364, -0.850], [-4.595, -1.906, -0.972], [-3.794, -3.550, 0.703], [-1.803, -3.148, 2.126], [-0.989, -0.844, 2.275], [-1.331, 3.509, -1.580], [-2.840, 5.465, -1.753], [-4.687, 5.740, -0.133], [-5.032, 4.061, 1.647], [-3.537, 2.102, 1.807], [1.367, 0.047, 3.422], [2.033, -2.064, 4.520], [2.878, -3.952, 3.158], [3.066, -3.715, 0.705], [2.419, -1.599, -0.383], [3.890, 0.871, 2.292], [5.814, 2.407, 2.385], [5.904, 4.380, 0.900], [4.056, 4.816, -0.687], [2.120, 3.277, -0.777], [2.018, -2.030, -3.855], [2.041, -0.039, -3.098], [2.303, 1.024, -4.928], [4.051, 0.019, -2.393], [3.011, -2.290, -4.222], [1.301, -2.111, -4.670], [1.725, -2.715, -3.060], [2.939, 0.446, -5.598], [2.773, 1.985, -4.722], [1.338, 1.200, -5.401], [4.724, 0.265, -3.214], [4.317, -0.958, -1.992], [4.144, 0.762, -1.603], [-2.366, -5.995, -1.649], [-3.125, -4.785, -1.578], [-4.486, -4.820, -1.134], [-2.269, -3.650, -0.691], [-1.449, -2.883, -1.570], [-0.491, -2.247, -1.222], [-1.963, -2.969, -2.967], [-1.621, -2.143, -4.024], [-2.280, -2.327, -5.231], [-3.245, -3.322, -5.375], [-3.589, -4.150, -4.314], [-2.937, -3.936, -3.116], [-0.887, -1.360, -3.880], [-2.055, -1.681, -6.070], [-3.743, -3.445, -6.328], [-4.344, -4.917, -4.417]]
}


No. 2
{
  "formula": "C40H37N4O2PW",
  "method": "ωB97M-V/def2-TZVPD",
  "e_tot_ev": -63237.325,
  "e_above_lowest_ev": 0.000,
  "spin_multiplicity": 3,
  "lumo_energy_ev": [-6.95, -6.63],
  "total_charge": 2,
  "symbols": ["W", "O", "C", "N", "C", "C", "C", "C", "C", "C", "N", "C", "O", "C", "C", "C", "C", "C", "N", "C", "C", "C", "C", "C", "N", "H", "H", "H", "H", "H", "H", "H", "H", "H", "H", "H", "H", "C", "C", "C", "C", "C", "C", "C", "C", "C", "H", "H", "H", "H", "H", "H", "H", "H", "H", "H", "H", "H", "C", "P", "C", "C", "C", "C", "C", "C", "C", "C", "C", "C", "C", "C", "H", "H", "H", "H", "H", "H", "H", "H", "H", "H", "H", "H", "H"],
  "positions_angstrom": [[0.023, -0.225, 0.527], [1.732, 3.163, 1.880], [1.276, 2.088, 1.859], [1.399, 1.137, 0.761], [2.775, 0.758, 0.455], [3.843, 1.672, 0.247], [5.041, 1.182, -0.292], [5.172, -0.199, -0.512], [4.220, -1.160, -0.158], [3.000, -0.617, 0.300], [1.784, -1.276, 0.579], [1.781, -2.621, 0.861], [2.796, -3.303, 0.889], [0.358, -3.150, 1.131], [0.210, -4.518, 1.294], [-1.065, -5.030, 1.205], [-2.151, -4.177, 1.078], [-1.962, -2.818, 0.902], [-0.680, -2.304, 0.981], [0.713, 1.360, 2.987], [0.880, 1.849, 4.280], [0.661, 0.988, 5.309], [0.114, -0.265, 5.028], [-0.173, -0.635, 3.765], [0.196, 0.163, 2.709], [3.669, 2.746, 0.296], [5.926, 1.678, -0.666], [6.111, -0.527, -0.889], [4.453, -2.190, -0.253], [1.094, -5.142, 1.403], [-1.318, -6.058, 1.167], [-3.171, -4.590, 1.044], [-2.673, -2.086, 0.682], [1.372, 2.819, 4.477], [0.806, 1.254, 6.360], [-0.202, -0.910, 5.855], [-0.738, -1.542, 3.608], [-3.925, -0.355, 2.489], [-3.041, 0.757, 2.042], [-2.451, 0.778, 0.723], [-1.843, 2.000, 0.251], [-1.703, 2.311, -1.222], [-1.520, 2.990, 1.194], [-1.908, 2.917, 2.515], [-1.543, 4.001, 3.481], [-2.809, 1.909, 2.893], [-3.450, -1.003, 3.205], [-4.304, -0.888, 1.623], [-4.814, 0.033, 2.970], [-2.864, 0.101, 0.009], [-1.507, 1.414, -1.865], [-0.834, 2.922, -1.448], [-2.576, 2.890, -1.509], [-0.906, 3.855, 0.944], [-1.788, 3.744, 4.508], [-2.073, 4.990, 3.256], [-0.521, 4.276, 3.325], [-3.324, 1.829, 3.859], [0.416, -2.724, -2.217], [0.127, -0.929, -2.052], [1.540, -0.179, -2.855], [1.669, 1.208, -2.769], [2.719, 1.911, -3.399], [3.641, 1.198, -4.186], [3.396, -0.174, -4.409], [2.393, -0.869, -3.744], [-1.313, -0.595, -3.120], [-1.274, 0.227, -4.242], [-2.426, 0.461, -4.984], [-3.626, -0.124, -4.565], [-3.712, -0.870, -3.378], [-2.509, -1.184, -2.686], [0.559, -3.078, -3.194], [-0.426, -3.231, -1.771], [1.255, -2.972, -1.613], [0.955, 1.807, -2.124], [2.882, 2.953, -3.249], [4.379, 1.779, -4.705], [4.075, -0.691, -5.059], [2.316, -1.936, -3.933], [-0.431, 0.783, -4.491], [-2.499, 1.203, -5.707], [-4.510, 0.029, -5.155], [-4.661, -1.218, -3.005], [-2.502, -1.772, -1.783]]
}


No. 3
{
  "formula": "C40H38N8O3",
  "method": "ωB97M-V/def2-TZVPD",
  "e_tot_ev": -60153.922,
  "lumo_energy_ev": -0.77,
  "total_charge": 0,
  "symbols": ["C", "C", "C", "C", "C", "C", "N", "C", "C", "C", "C", "C", "C", "C", "C", "C", "C", "O", "N", "C", "C", "C", "C", "C", "C", "C", "C", "C", "N", "C", "C", "C", "C", "C", "C", "C", "C", "C", "C", "H", "H", "H", "H", "H", "H", "H", "H", "H", "H", "H", "H", "H", "H", "H", "H", "H", "H", "H", "H", "H", "H", "H", "H", "H", "H", "H", "H", "H", "H", "H", "H", "H", "H", "H", "O", "N", "C", "C", "N", "N", "N", "N", "C", "C", "C", "O", "H", "H", "H"],
  "positions_angstrom": [[-6.095, -0.937, 2.744], [-4.782, -0.276, 2.432], [-3.743, -0.288, 3.363], [-2.529, 0.369, 3.110], [-1.532, 0.544, 4.215], [-2.321, 0.885, 1.830], [-1.028, 1.393, 1.507], [0.147, 0.685, 1.360], [0.435, -0.632, 1.963], [-0.448, -1.845, 1.792], [-0.850, -2.518, 3.055], [-1.282, -1.931, 0.617], [-1.026, -1.162, -0.535], [-1.938, -1.110, -1.588], [-3.151, -1.807, -1.501], [-3.375, -2.670, -0.419], [-2.417, -2.780, 0.586], [1.406, -0.714, 2.731], [1.113, 1.614, 1.179], [2.533, 1.517, 1.174], [3.195, 0.633, 0.301], [2.466, -0.168, -0.731], [4.587, 0.545, 0.371], [5.320, 1.348, 1.246], [6.811, 1.200, 1.304], [4.644, 2.285, 2.033], [3.252, 2.389, 2.014], [2.590, 3.384, 2.902], [0.558, 2.870, 1.012], [-0.714, 2.737, 1.283], [-1.635, 3.857, 1.425], [-1.428, 4.973, 0.583], [-2.351, 6.017, 0.566], [-3.449, 5.996, 1.438], [-3.597, 4.951, 2.359], [-2.678, 3.903, 2.380], [-3.360, 0.978, 0.897], [-3.193, 1.692, -0.412], [-4.592, 0.393, 1.223], [-6.856, -0.665, 2.005], [-6.012, -2.032, 2.757], [-6.469, -0.635, 3.730], [-3.890, -0.761, 4.338], [-1.181, 1.582, 4.274], [-2.029, 0.299, 5.167], [-0.657, -0.105, 4.110], [-0.956, -3.588, 2.889], [-0.054, -2.374, 3.802], [-1.820, -2.132, 3.417], [-0.064, -0.650, -0.613], [-1.693, -0.520, -2.477], [-3.892, -1.713, -2.303], [-4.283, -3.276, -0.357], [-2.470, -3.558, 1.343], [3.187, -0.489, -1.496], [2.038, -1.086, -0.296], [1.679, 0.414, -1.235], [5.095, -0.170, -0.284], [7.252, 1.972, 1.936], [7.094, 0.227, 1.723], [7.265, 1.268, 0.309], [5.215, 2.941, 2.695], [3.369, 4.006, 3.354], [1.910, 4.029, 2.340], [2.034, 2.906, 3.718], [-0.559, 4.971, -0.077], [-2.220, 6.847, -0.133], [-4.190, 6.799, 1.410], [-4.437, 4.943, 3.060], [-2.766, 3.104, 3.118], [-3.890, 1.273, -1.151], [-3.412, 2.768, -0.303], [-2.180, 1.583, -0.821], [-5.416, 0.466, 0.507], [3.222, -2.518, 2.772], [3.625, -3.536, 2.182], [2.669, -4.410, 1.553], [1.318, -4.073, 1.527], [0.447, -5.125, 1.347], [-0.908, -5.130, 1.552], [-1.326, -6.360, 1.462], [-0.285, -7.219, 1.239], [0.832, -6.462, 1.191], [2.218, -6.771, 1.173], [3.122, -5.740, 1.296], [4.835, -3.870, 2.137], [0.917, -3.065, 1.683], [2.475, -7.823, 1.164], [4.192, -5.928, 1.316]]
}


No. 4
{
  "formula": "C40H39BrN3OPPbS2",
  "method": "ωB97M-V/def2-TZVPD",
  "e_tot_ev": -154875.016,
  "e_above_lowest_ev": 4.422,
  "spin_multiplicity": 2,
  "lumo_energy_ev": [1.44, 1.44],
  "total_charge": -1,
  "symbols": ["Pb", "N", "C", "C", "C", "C", "C", "C", "C", "C", "C", "C", "C", "C", "N", "C", "C", "C", "C", "N", "H", "H", "H", "H", "H", "H", "H", "H", "H", "H", "Br", "C", "C", "C", "C", "C", "C", "C", "C", "C", "C", "H", "H", "H", "H", "H", "H", "C", "S", "O", "C", "C", "C", "C", "C", "C", "H", "H", "H", "H", "H", "H", "H", "H", "C", "C", "P", "C", "C", "C", "C", "H", "H", "H", "H", "H", "H", "H", "H", "H", "H", "H", "H", "H", "H", "H", "S", "C"],
  "positions_angstrom": [[-15.340, -16.334, 0.601], [-13.045, -20.178, -8.678], [-13.282, -19.951, -7.589], [-13.551, -19.673, -6.195], [-13.944, -20.641, -5.308], [-14.150, -20.230, -4.006], [-14.019, -18.907, -3.653], [-13.550, -17.956, -4.551], [-13.335, -18.385, -5.853], [-14.512, -18.385, -2.338], [-15.944, -18.162, -2.216], [-17.135, -18.550, -2.849], [-18.216, -18.044, -2.140], [-17.742, -17.312, -1.072], [-16.398, -17.321, -1.157], [-13.454, -18.111, -1.468], [-12.151, -18.654, -1.570], [-11.526, -18.372, -0.308], [-12.362, -17.584, 0.395], [-13.617, -17.515, -0.178], [-14.009, -21.706, -5.618], [-14.460, -20.883, -3.333], [-13.409, -16.937, -4.134], [-12.921, -17.730, -6.669], [-17.269, -19.300, -3.528], [-19.169, -18.391, -2.379], [-18.209, -16.849, -0.199], [-11.817, -19.401, -2.327], [-10.402, -18.520, -0.029], [-12.334, -17.359, 1.393], [-16.011, -13.544, 2.135], [-15.582, -12.406, 0.582], [-15.777, -11.081, 0.639], [-15.239, -10.185, -0.294], [-14.250, -10.660, -1.140], [-13.981, -11.993, -1.283], [-13.025, -12.517, -2.189], [-12.961, -13.872, -2.475], [-13.829, -14.755, -1.746], [-14.654, -14.412, -0.670], [-14.785, -12.993, -0.478], [-16.253, -10.598, 1.539], [-15.326, -9.154, -0.088], [-13.709, -9.947, -1.777], [-12.407, -11.812, -2.792], [-12.250, -14.194, -3.237], [-13.781, -15.776, -2.111], [-20.286, -15.410, -4.315], [-19.685, -13.728, -3.964], [-20.590, -12.865, -4.870], [-18.132, -13.857, -4.898], [-18.158, -13.503, -6.279], [-16.992, -13.432, -7.015], [-15.824, -13.865, -6.349], [-15.759, -14.177, -4.977], [-16.930, -14.157, -4.297], [-19.615, -16.068, -3.714], [-20.142, -15.445, -5.383], [-21.329, -15.590, -3.981], [-19.092, -13.258, -6.663], [-17.210, -13.147, -8.030], [-14.912, -13.873, -6.962], [-14.844, -14.408, -4.509], [-16.901, -14.315, -3.221], [-14.681, -20.872, 0.343], [-15.949, -20.289, 1.050], [-17.398, -21.402, 1.262], [-16.560, -22.666, 2.258], [-17.272, -23.963, 2.463], [-17.565, -22.136, -0.415], [-18.832, -22.989, -0.529], [-13.924, -20.074, 0.163], [-14.935, -21.196, -0.669], [-14.302, -21.725, 0.897], [-16.325, -19.519, 0.538], [-15.670, -19.903, 2.020], [-16.363, -22.202, 3.236], [-15.520, -22.898, 1.957], [-18.314, -23.698, 2.735], [-16.875, -24.575, 3.223], [-17.236, -24.461, 1.494], [-16.689, -22.770, -0.712], [-17.575, -21.245, -1.107], [-18.981, -23.669, 0.318], [-18.667, -23.691, -1.371], [-19.657, -22.310, -0.689], [-8.125, -12.324, 1.134], [-7.134, -13.161, 1.908]]
}


No. 5
{
  "formula": "C40H39ClF4IrN9O4SSe",
  "method": "ωB97M-V/def2-TZVPD",
  "e_tot_ev": -166120.403,
  "e_above_lowest_ev": 1.338,
  "spin_multiplicity": 2,
  "lumo_energy_ev": [-2.79, -4.71],
  "total_charge": 1,
  "symbols": ["Ir", "C", "N", "C", "C", "C", "N", "C", "C", "F", "C", "F", "C", "C", "F", "C", "F", "H", "H", "H", "H", "H", "H", "H", "H", "H", "H", "H", "Cl", "C", "C", "C", "C", "C", "C", "C", "O", "O", "H", "H", "H", "H", "C", "N", "C", "C", "N", "C", "C", "Se", "H", "H", "H", "H", "H", "H", "H", "H", "C", "C", "N", "C", "C", "N", "C", "N", "N", "N", "C", "C", "C", "C", "C", "C", "H", "H", "H", "H", "H", "H", "H", "H", "H", "H", "H", "O", "C", "O", "C", "C", "C", "C", "S", "C", "C", "H", "H", "H", "H", "H"],
  "positions_angstrom": [[-0.679, -0.432, 0.768], [-3.183, -2.223, -0.055], [-2.175, -2.075, 1.008], [-2.923, -1.943, 2.275], [-1.370, -3.314, 1.077], [-0.310, -3.282, 0.018], [0.478, -2.087, 0.249], [1.781, -2.095, -0.225], [2.780, -1.217, 0.230], [2.509, -0.292, 1.173], [4.093, -1.275, -0.186], [4.945, -0.381, 0.331], [4.543, -2.222, -1.078], [3.591, -3.095, -1.549], [3.934, -4.054, -2.413], [2.262, -3.014, -1.178], [1.417, -3.856, -1.816], [-3.977, -2.890, 0.292], [-2.733, -2.674, -0.929], [-3.601, -1.256, -0.304], [-3.303, -2.933, 2.551], [-3.746, -1.247, 2.164], [-2.269, -1.549, 3.035], [-2.015, -4.194, 0.984], [-0.891, -3.341, 2.058], [-0.752, -3.324, -0.987], [0.295, -4.181, 0.127], [5.579, -2.280, -1.380], [2.744, 7.454, 0.224], [2.173, 5.876, 0.649], [1.204, 5.268, -0.135], [0.762, 3.999, 0.201], [1.278, 3.350, 1.320], [2.236, 3.982, 2.103], [2.695, 5.245, 1.768], [0.813, 1.979, 1.675], [0.976, 1.578, 2.849], [0.263, 1.342, 0.728], [0.806, 5.787, -0.997], [0.006, 3.507, -0.397], [2.637, 3.477, 2.971], [3.451, 5.739, 2.361], [1.922, 1.164, 5.612], [0.716, 0.369, 5.892], [0.145, 0.317, 7.142], [-0.858, -0.578, 7.086], [-0.891, -1.061, 5.797], [-1.810, -2.119, 5.390], [0.056, -0.454, 5.057], [0.567, -0.822, 3.248], [2.000, 1.919, 6.389], [1.838, 1.631, 4.642], [2.794, 0.513, 5.641], [0.517, 0.908, 7.962], [-1.538, -0.926, 7.844], [-1.878, -2.840, 6.199], [-1.416, -2.613, 4.509], [-2.793, -1.703, 5.184], [1.759, 1.087, -1.600], [0.522, 0.332, -1.948], [-0.535, -0.103, -1.225], [-1.412, -0.673, -2.136], [-0.918, -0.576, -3.380], [0.288, 0.060, -3.252], [1.159, 0.403, -4.378], [2.362, -0.364, -4.475], [3.568, 0.229, -4.224], [4.504, -0.571, -4.546], [3.936, -1.733, -5.052], [4.541, -2.870, -5.595], [3.709, -3.863, -6.051], [2.304, -3.745, -5.958], [1.698, -2.625, -5.435], [2.558, -1.611, -5.001], [1.864, 1.208, -0.539], [1.712, 2.080, -2.056], [2.636, 0.585, -2.003], [-2.362, -1.045, -1.841], [-1.325, -0.859, -4.336], [1.447, 1.449, -4.310], [0.569, 0.250, -5.279], [5.618, -2.948, -5.660], [4.130, -4.759, -6.485], [1.687, -4.563, -6.308], [0.620, -2.544, -5.370], [-7.454, 3.661, -1.816], [-6.174, 4.087, -1.726], [-5.840, 5.093, -2.280], [-5.232, 3.258, -0.905], [-4.073, 3.874, -0.450], [-3.163, 3.174, 0.323], [-3.377, 1.834, 0.653], [-2.228, 1.066, 1.778], [-4.531, 1.218, 0.171], [-5.449, 1.921, -0.596], [-7.586, 2.873, -1.280], [-3.901, 4.910, -0.713], [-2.266, 3.662, 0.684], [-4.736, 0.187, 0.413], [-6.323, 1.393, -0.964]]
}